{
  "formula": "C8H3F18NO18S6Zn3",
  "method": "wB97M-V/def2-TZVPD",
  "homo_energy_ev": -9.23,
  "spin_multiplicity": 1,
  "gap_ha": 0.15469,
  "charge": 0,
  "relative_energy_kcal_mol": 0.00,
  "energy_ev": -305866.030,
  "lumo_energy_ha": -0.185,
  "elements": ["Zn", "Zn", "Zn", "C", "F", "F", "F", "S", "O", "O", "O", "C", "F", "F", "F", "S", "O", "O", "O", "C", "F", "F", "F", "S", "O", "O", "O", "C", "F", "F", "F", "S", "O", "O", "O", "C", "F", "F", "F", "S", "O", "O", "O", "C", "F", "F", "F", "S", "O", "O", "O", "C", "C", "N", "H", "H", "H"],
  "coordinates": [[-1.337, -2.393, -1.216], [3.502, -1.737, -0.875], [1.180, -0.660, 3.116], [0.540, 2.016, -0.596], [0.094, 2.301, -1.791], [1.774, 2.549, -0.405], [-0.394, 2.500, 0.242], [0.742, 0.083, -0.175], [0.841, -0.021, 1.285], [-0.440, -0.631, -0.749], [1.947, -0.418, -0.814], [4.253, 1.847, 1.761], [5.005, 2.447, 2.689], [2.974, 2.119, 1.898], [4.510, 2.167, 0.433], [4.332, -0.072, 1.944], [3.100, -0.326, 2.745], [4.267, -0.782, 0.637], [5.556, -0.376, 2.708], [-3.450, -0.711, 4.216], [-3.489, -2.065, 4.353], [-3.943, -0.339, 3.071], [-4.185, -0.209, 5.211], [-1.693, 0.030, 4.330], [-1.775, 1.448, 3.874], [-1.267, -0.151, 5.678], [-0.808, -0.804, 3.456], [1.386, -5.239, 1.311], [0.129, -5.678, 1.385], [1.985, -5.455, 2.506], [2.042, -5.934, 0.348], [1.260, -3.341, 0.923], [0.112, -3.101, 0.038], [1.173, -2.557, 2.179], [2.455, -2.965, 0.220], [0.081, 0.085, -4.411], [1.224, 0.226, -3.809], [-0.809, 0.722, -3.614], [0.054, 0.688, -5.618], [-0.360, -1.758, -4.397], [0.707, -2.395, -5.240], [-0.430, -2.108, -2.954], [-1.759, -1.888, -5.001], [-4.113, 0.817, -3.124], [-3.521, 1.172, -4.235], [-3.553, 1.419, -2.108], [-5.422, 1.149, -3.089], [-4.024, -1.149, -2.739], [-2.682, -1.287, -2.117], [-4.969, -1.559, -1.662], [-4.163, -1.815, -4.032], [0.289, 5.771, -0.112], [0.046, 5.506, 1.292], [-0.102, 5.334, 2.428], [0.708, 4.855, -0.528], [0.968, 6.624, -0.114], [-0.550, 6.044, -0.752]],
  "forces_ev_per_angstrom": [[-0.5, 1.4, -1.5], [-1.6, 1.2, 1.5], [-1.4, -0.3, -0.3], [-0.6, -0.1, 0.8], [0.8, -0.7, -0.1], [-1.4, -0.4, -0.1], [1.5, -0.6, 0.0], [-3.4, -1.5, -0.3], [-0.3, 1.3, -2.0], [2.1, 2.9, 1.7], [1.6, 0.3, -1.1], [-0.4, -0.6, -1.8], [-0.8, -0.7, -1.8], [-0.1, 0.6, 0.8], [0.8, -0.2, 2.2], [2.2, -1.3, 3.3], [0.8, 0.2, -0.4], [0.4, 0.8, 0.0], [-2.5, 0.8, -2.1], [0.7, -0.5, 1.0], [0.4, 1.1, -0.4], [-0.5, -0.2, -0.8], [0.5, 0.0, -0.4], [0.4, 3.8, 0.4], [-0.3, -3.4, 0.4], [-0.3, -0.3, 0.9], [1.0, -0.6, -1.1], [-0.1, -1.2, 0.6], [0.8, 0.5, -0.2], [-0.5, 0.7, -1.6], [-0.7, 1.5, 1.1], [-2.4, 2.4, 1.6], [0.4, -1.7, 1.0], [0.1, -2.6, -1.3], [2.6, -0.9, -1.3], [-2.6, -0.3, 0.1], [2.2, 0.4, 0.2], [-0.1, -0.2, -0.6], [0.4, -0.9, 1.1], [-3.8, -2.2, -5.1], [-1.6, 1.6, 2.9], [2.1, -0.4, -0.4], [4.9, 1.0, 1.8], [-1.2, -2.4, 1.3], [-0.3, -0.1, -0.3], [0.8, 0.8, 0.8], [0.7, -0.1, -0.8], [-2.7, -2.1, 0.0], [1.3, 0.2, 0.4], [0.9, 1.6, -2.1], [-0.2, 1.4, 1.9], [0.3, 0.0, -0.2], [-0.9, -0.1, 1.6], [0.3, 0.1, -1.3], [0.4, 0.4, -0.2], [0.3, -0.3, -0.4], [-0.4, -0.1, 0.6]]
}


{
  "formula": "C13H5N4O12Pd",
  "method": "wB97M-V/def2-TZVPD",
  "homo_energy_ev": [-6.42, -6.72],
  "spin_multiplicity": 3,
  "gap_ha": [0.28544, 0.28062],
  "charge": -1,
  "relative_energy_kcal_mol": 22.36,
  "energy_ev": -47566.020,
  "lumo_energy_ha": [0.049, 0.034],
  "elements": ["Pd", "O", "C", "C", "C", "N", "C", "C", "C", "O", "O", "C", "O", "O", "H", "H", "H", "O", "N", "O", "C", "C", "C", "C", "O", "C", "C", "N", "O", "O", "N", "O", "O", "H", "H"],
  "coordinates": [[0.778, -1.548, -0.829], [1.351, -2.009, 5.172], [1.154, -2.055, 3.834], [-0.079, -1.730, 3.269], [-0.195, -1.785, 1.894], [0.837, -2.159, 1.154], [2.029, -2.458, 1.659], [2.229, -2.430, 3.026], [3.102, -2.791, 0.586], [4.176, -3.223, 0.971], [2.716, -2.597, -0.615], [-1.466, -1.420, 1.098], [-2.498, -1.230, 1.725], [-1.299, -1.386, -0.165], [0.547, -1.697, 5.601], [-0.933, -1.428, 3.861], [3.194, -2.677, 3.442], [-3.207, 4.259, -3.271], [-2.761, 3.183, -3.633], [-3.088, 2.621, -4.667], [-1.795, 2.527, -2.788], [-1.262, 1.296, -3.182], [-0.331, 0.716, -2.368], [0.054, 1.209, -1.063], [0.784, 0.545, -0.283], [-0.501, 2.499, -0.769], [-1.397, 3.129, -1.607], [-0.173, 3.183, 0.470], [-0.371, 4.391, 0.509], [0.240, 2.531, 1.405], [0.315, -0.502, -2.836], [1.552, -0.504, -2.802], [-0.342, -1.378, -3.367], [-1.560, 0.829, -4.108], [-1.799, 4.089, -1.324]],
  "forces_ev_per_angstrom": [[0.8, -0.7, 1.4], [0.1, 0.0, 0.1], [-0.1, 0.0, -0.2], [0.0, -0.1, -0.1], [-0.2, 0.0, 0.1], [0.0, 0.2, 0.1], [0.2, -0.1, -0.1], [-0.1, 0.0, -0.1], [-0.2, -0.1, 0.5], [0.0, 0.0, 0.0], [-0.1, 0.2, -0.3], [0.1, -0.1, 0.6], [0.1, 0.0, 0.0], [-0.1, 0.1, -0.6], [0.0, 0.0, 0.0], [0.0, 0.0, 0.0], [0.0, 0.0, 0.0], [0.1, -0.1, 0.0], [-0.3, 0.1, -0.1], [0.0, 0.0, 0.0], [0.3, -0.3, 0.1], [0.0, 0.2, 0.2], [-0.4, 0.4, 0.3], [-0.1, 0.1, -0.2], [0.1, -0.1, -0.1], [-0.1, -0.2, -0.4], [0.1, -0.1, 0.0], [-0.1, 0.1, 0.4], [0.1, 0.0, 0.0], [0.0, 0.0, -0.1], [-0.2, 0.5, -1.1], [0.1, -0.2, 0.1], [-0.3, 0.0, -0.3], [0.0, 0.0, 0.0], [0.0, 0.0, 0.0]]
}


{
  "formula": "C24H48Br18IO2S",
  "method": "wB97M-V/def2-TZVPD",
  "homo_energy_ev": -10.38,
  "spin_multiplicity": 1,
  "gap_ha": 0.27820,
  "charge": 1,
  "energy_ev": -1309453.890,
  "lumo_energy_ha": -0.103,
  "elements": ["C", "C", "C", "O", "S", "C", "C", "C", "O", "I", "H", "H", "H", "H", "H", "H", "H", "H", "H", "H", "H", "H", "Br", "C", "C", "Br", "H", "H", "H", "H", "Br", "C", "C", "Br", "H", "H", "H", "H", "Br", "C", "C", "Br", "H", "H", "H", "H", "Br", "C", "C", "Br", "H", "H", "H", "H", "Br", "C", "C", "Br", "H", "H", "H", "H", "Br", "C", "C", "Br", "H", "H", "H", "H", "Br", "C", "C", "Br", "H", "H", "H", "H", "Br", "C", "C", "Br", "H", "H", "H", "H", "Br", "C", "C", "Br", "H", "H", "H", "H"],
  "coordinates": [[3.383, -1.187, -0.052], [2.239, -1.933, -0.744], [1.632, -1.229, -1.953], [1.675, 0.229, -1.930], [0.824, 0.825, -0.748], [1.249, 2.563, -0.757], [-0.948, 0.740, -1.104], [-1.743, 0.627, 0.203], [-2.772, 1.023, 0.246], [-0.903, -0.234, 1.968], [3.863, -0.473, -0.706], [4.081, -1.860, 0.416], [2.990, -0.587, 0.771], [2.650, -2.855, -1.116], [1.430, -2.219, -0.082], [2.203, -1.527, -2.817], [0.612, -1.520, -2.161], [0.789, 3.053, 0.084], [0.878, 2.966, -1.688], [2.326, 2.602, -0.747], [-1.198, -0.058, -1.796], [-1.239, 1.697, -1.514], [3.695, -4.393, -3.866], [4.274, -5.770, -2.615], [3.100, -6.485, -2.004], [2.252, -5.393, -0.635], [4.902, -5.282, -1.878], [4.876, -6.457, -3.204], [3.425, -7.388, -1.493], [2.332, -6.740, -2.726], [2.891, 1.184, 2.283], [4.304, 2.222, 3.147], [4.670, 3.427, 2.329], [5.764, 2.943, 0.792], [5.134, 1.544, 3.309], [3.895, 2.525, 4.105], [5.280, 4.111, 2.914], [3.805, 3.956, 1.943], [-1.537, -1.440, -4.901], [-2.893, -0.075, -5.222], [-2.501, 0.821, -6.362], [-1.141, 2.130, -5.862], [-3.037, 0.458, -4.288], [-3.798, -0.629, -5.460], [-3.353, 1.414, -6.684], [-2.104, 0.272, -7.209], [0.978, 0.645, 6.461], [-0.543, 1.805, 6.102], [-0.372, 2.532, 4.799], [0.888, 4.006, 4.951], [-0.642, 2.471, 6.952], [-1.405, 1.143, 6.060], [-1.308, 2.993, 4.491], [-0.003, 1.891, 4.005], [-6.000, -0.472, -3.050], [-5.739, -2.081, -1.961], [-4.389, -2.688, -2.254], [-4.385, -3.653, -3.939], [-6.543, -2.767, -2.166], [-5.783, -1.752, -0.928], [-4.134, -3.431, -1.500], [-3.598, -1.950, -2.315], [4.714, 4.888, 9.951], [3.489, 5.783, 8.735], [3.195, 4.935, 7.528], [4.679, 4.961, 6.265], [3.935, 6.739, 8.484], [2.582, 5.948, 9.313], [2.347, 5.334, 6.980], [3.007, 3.896, 7.773], [2.659, 1.897, -4.016], [3.661, 3.075, -5.196], [3.024, 4.432, -5.254], [1.444, 4.459, -6.394], [3.727, 2.589, -6.163], [4.654, 3.136, -4.756], [3.700, 5.154, -5.706], [2.716, 4.789, -4.277], [-11.032, -1.249, -3.851], [-10.955, -1.534, -1.927], [-9.940, -0.630, -1.281], [-8.113, -1.269, -1.591], [-10.746, -2.586, -1.772], [-11.955, -1.308, -1.565], [-10.066, -0.628, -0.200], [-9.983, 0.389, -1.649], [-1.091, -4.814, 1.520], [0.153, -5.568, 2.815], [0.825, -4.488, 3.617], [2.215, -3.607, 2.579], [0.853, -6.183, 2.260], [-0.452, -6.201, 3.459], [1.335, -4.909, 4.480], [0.139, -3.717, 3.948]],
  "forces_ev_per_angstrom": [[-1.3, 0.5, 0.5], [0.0, 0.4, -0.1], [0.6, -1.0, -0.1], [-0.4, 0.5, -0.4], [0.4, -0.5, 1.8], [-0.5, -0.5, -1.2], [1.0, 0.7, 0.1], [7.6, -3.0, -0.5], [-8.8, 3.3, 0.3], [0.5, -0.4, 0.2], [0.5, -0.1, -0.3], [0.4, -0.3, -0.1], [0.1, -0.3, -0.3], [-0.1, -0.3, -0.4], [0.0, 0.0, 0.5], [0.2, 0.5, -0.5], [-0.4, -0.2, 0.1], [-0.1, -0.1, 0.5], [0.0, 0.3, -0.3], [0.4, 0.0, 0.2], [0.1, -0.3, -0.1], [-0.2, 0.1, -0.4], [0.0, 0.1, 0.1], [0.0, 0.0, -0.3], [0.0, 0.0, 0.3], [-0.1, -0.3, 0.0], [0.0, 0.0, 0.1], [0.0, 0.0, 0.0], [0.1, 0.0, 0.0], [0.0, 0.0, -0.1], [0.0, 0.4, 0.5], [-0.2, 0.1, 0.1], [0.3, 0.0, -0.1], [-0.1, 0.0, -0.1], [0.0, 0.0, -0.1], [-0.1, 0.1, 0.1], [0.0, 0.0, 0.1], [0.0, 0.0, 0.1], [0.2, 0.1, 0.2], [0.0, -0.2, -0.1], [0.0, 0.4, 0.0], [-0.1, -0.2, 0.0], [0.0, 0.1, 0.0], [0.0, 0.0, 0.0], [-0.1, 0.0, 0.0], [0.0, -0.1, 0.0], [0.0, 0.1, 0.0], [0.1, -0.3, 0.0], [-0.1, 0.3, 0.0], [0.1, -0.1, -0.2], [0.0, 0.1, 0.0], [0.0, 0.0, 0.0], [0.0, 0.0, 0.0], [0.0, 0.0, 0.0], [2.6, 0.3, -1.4], [1.8, 0.1, -0.4], [0.0, -0.3, -0.1], [-0.1, 0.0, 0.0], [0.2, -0.3, -0.2], [0.1, 0.0, 0.0], [-0.1, 0.0, 0.0], [0.0, 0.1, 0.0], [0.0, 0.1, 0.0], [0.0, -0.2, 0.3], [0.0, 0.2, -0.1], [0.0, -0.1, 0.0], [0.0, 0.0, -0.1], [-0.1, 0.0, -0.1], [0.0, 0.1, 0.0], [0.0, 0.0, 0.0], [0.1, 0.0, -0.2], [0.1, 0.0, 0.2], [-0.1, 0.3, -0.4], [0.1, 0.0, 0.2], [-0.1, 0.0, 0.0], [0.0, 0.0, 0.0], [0.1, 0.0, 0.0], [0.0, 0.0, 0.0], [0.1, -0.1, 0.0], [-0.2, 0.2, -0.2], [0.2, -0.4, 0.4], [-4.7, 0.3, 1.8], [0.1, 0.0, 0.0], [0.0, 0.0, 0.0], [-0.1, 0.0, 0.0], [0.0, 0.0, -0.1], [0.1, 0.0, -0.1], [-0.3, 0.0, 0.0], [0.3, -0.1, 0.0], [0.0, 0.2, 0.1], [0.1, 0.0, 0.0], [0.0, 0.0, 0.0], [0.0, -0.1, 0.0], [-0.1, 0.0, 0.0]]
}


{
  "formula": "C31H65N4O7S2",
  "method": "wB97M-V/def2-TZVPD",
  "homo_energy_ev": [-8.06, -8.07],
  "spin_multiplicity": 2,
  "gap_ha": [0.28630, 0.28632],
  "charge": 0,
  "energy_ev": -75158.097,
  "lumo_energy_ha": [-0.010, -0.010],
  "elements": ["C", "C", "C", "C", "C", "C", "C", "O", "C", "C", "C", "S", "C", "S", "N", "C", "C", "O", "C", "C", "C", "C", "C", "C", "N", "O", "H", "H", "H", "H", "H", "H", "H", "H", "H", "H", "H", "H", "H", "H", "H", "H", "H", "H", "H", "H", "H", "H", "H", "H", "H", "H", "H", "H", "H", "H", "H", "H", "H", "H", "H", "C", "O", "C", "C", "N", "C", "C", "O", "C", "H", "H", "H", "H", "H", "H", "H", "H", "H", "H", "H", "H", "H", "H", "H", "C", "O", "C", "C", "N", "C", "C", "O", "C", "H", "H", "H", "H", "H", "H", "H", "H", "H", "H", "H", "H", "H", "H", "H"],
  "coordinates": [[-2.342, 1.463, 1.029], [-1.663, 0.085, 1.212], [-0.271, 0.346, 1.812], [-2.429, -0.829, 2.198], [-3.100, -2.100, 1.642], [-4.407, -2.314, 2.447], [-4.221, -2.411, 3.966], [-4.883, -3.555, 4.519], [-2.260, -3.402, 1.832], [-0.730, -3.334, 1.947], [0.016, -3.413, 0.614], [1.620, -4.301, 0.647], [2.517, -3.578, 2.025], [2.158, -3.940, 3.556], [3.569, -2.744, 1.605], [3.156, -1.355, 1.350], [3.529, -0.392, 2.494], [3.861, -1.059, 3.686], [5.001, -1.862, 3.490], [4.815, -2.894, 2.355], [-3.545, -1.910, 0.181], [-2.589, -1.200, -0.800], [-3.382, -0.170, -1.615], [-1.994, -2.227, -1.801], [-1.441, -0.569, -0.099], [-0.659, 0.077, -0.872], [-2.345, 1.765, -0.016], [-3.374, 1.469, 1.381], [-1.802, 2.215, 1.603], [0.249, 1.127, 1.262], [0.313, -0.574, 1.808], [-0.403, 0.675, 2.844], [-1.769, -1.078, 3.027], [-3.220, -0.215, 2.632], [-5.049, -1.455, 2.231], [-4.934, -3.202, 2.093], [-4.650, -1.543, 4.465], [-3.161, -2.460, 4.221], [-4.232, -4.248, 4.635], [-2.488, -4.062, 0.990], [-2.623, -3.933, 2.712], [-0.391, -2.469, 2.516], [-0.413, -4.203, 2.525], [-0.562, -4.013, -0.086], [0.217, -2.432, 0.190], [2.080, -1.353, 1.194], [3.618, -1.005, 0.424], [4.366, 0.243, 2.176], [2.689, 0.265, 2.714], [5.883, -1.234, 3.306], [5.180, -2.388, 4.426], [5.654, -2.838, 1.656], [4.819, -3.893, 2.781], [-4.481, -1.345, 0.206], [-3.806, -2.887, -0.226], [-4.116, -0.713, -2.209], [-2.730, 0.418, -2.257], [-3.949, 0.493, -0.961], [-2.465, -2.123, -2.777], [-2.106, -3.249, -1.446], [-0.932, -2.037, -1.948], [5.329, -1.320, -6.687], [4.704, -2.535, -6.334], [5.566, -3.503, -5.749], [5.266, -3.700, -4.280], [5.637, -2.529, -3.499], [5.171, -2.547, -2.116], [3.673, -2.586, -1.844], [2.982, -1.401, -2.203], [2.598, -1.291, -3.558], [4.616, -0.753, -7.283], [5.603, -0.721, -5.811], [6.228, -1.494, -7.286], [6.614, -3.224, -5.897], [5.390, -4.448, -6.270], [5.837, -4.561, -3.918], [4.199, -3.949, -4.193], [5.272, -1.703, -3.954], [5.567, -1.648, -1.633], [5.631, -3.404, -1.610], [3.543, -2.683, -0.770], [3.188, -3.462, -2.294], [2.356, -2.267, -3.988], [3.370, -0.816, -4.171], [1.708, -0.662, -3.594], [-1.002, 8.578, 1.186], [-1.546, 7.514, 1.938], [-2.894, 7.699, 2.348], [-3.829, 6.764, 1.613], [-3.943, 7.122, 0.207], [-4.639, 6.144, -0.621], [-4.047, 4.745, -0.746], [-2.828, 4.683, -1.459], [-1.664, 4.995, -0.717], [0.068, 8.398, 1.101], [-1.426, 8.636, 0.177], [-1.158, 9.539, 1.686], [-3.200, 8.741, 2.211], [-2.943, 7.469, 3.416], [-4.821, 6.826, 2.073], [-3.456, 5.742, 1.763], [-3.016, 7.270, -0.171], [-4.706, 6.560, -1.629], [-5.666, 6.050, -0.250], [-4.756, 4.146, -1.324], [-3.946, 4.247, 0.228], [-1.753, 4.687, 0.328], [-1.438, 6.065, -0.757], [-0.830, 4.459, -1.168]],
  "forces_ev_per_angstrom": [[-0.3, -0.1, -0.1], [0.7, 0.1, 0.6], [-0.2, 0.0, -0.1], [-0.3, 0.1, -0.2], [-0.1, -0.4, 0.2], [0.1, 0.4, -0.1], [-0.1, -0.5, 0.0], [0.0, 0.2, 0.0], [0.3, 0.2, -0.4], [0.1, -0.4, -0.1], [0.2, 0.1, 0.5], [-0.1, 0.2, -0.1], [-0.2, 0.4, -0.3], [0.2, -0.3, 0.3], [0.1, -0.4, 0.8], [0.1, -0.1, -0.6], [0.0, 0.1, 0.0], [-0.1, -0.1, -0.1], [0.2, -0.2, 0.2], [0.1, 0.2, 0.1], [0.0, 0.4, 0.2], [0.1, -1.0, -0.5], [-0.2, 0.1, 0.4], [0.4, 0.3, 0.1], [-0.9, 0.7, -0.1], [0.3, -0.3, 0.0], [0.2, 0.1, 0.0], [0.0, -0.1, -0.1], [0.0, 0.0, 0.0], [0.1, -0.1, -0.1], [0.1, 0.1, 0.0], [0.0, 0.0, 0.0], [0.0, -0.1, 0.0], [0.0, 0.0, 0.1], [-0.1, -0.1, 0.0], [0.1, -0.1, 0.0], [0.0, 0.0, 0.0], [0.0, 0.1, 0.0], [0.0, -0.1, 0.0], [-0.1, -0.1, 0.1], [0.0, 0.1, 0.1], [0.0, 0.0, 0.0], [0.0, 0.0, 0.1], [0.1, 0.1, -0.2], [-0.2, 0.0, -0.2], [0.0, 0.0, -0.1], [-0.1, 0.1, 0.0], [0.1, 0.0, 0.0], [0.0, 0.0, 0.0], [-0.1, 0.1, -0.1], [-0.1, 0.0, 0.1], [-0.1, 0.1, -0.1], [0.0, 0.0, -0.1], [0.0, 0.1, 0.0], [-0.1, 0.0, 0.0], [0.0, 0.0, -0.1], [0.0, -0.1, -0.1], [0.1, 0.1, 0.0], [-0.1, -0.2, 0.0], [-0.1, 0.0, -0.1], [0.0, 0.0, 0.0], [0.0, 0.0, 0.0], [0.0, 0.1, 0.0], [0.0, -0.2, -0.1], [0.0, 0.1, 0.1], [-0.1, 0.0, -0.1], [0.1, 0.1, 0.0], [0.0, 0.0, -0.1], [0.1, 0.0, 0.0], [-0.1, 0.1, 0.0], [0.0, 0.0, 0.0], [0.1, 0.0, 0.0], [0.0, 0.0, 0.0], [0.0, 0.0, 0.0], [0.0, 0.0, 0.0], [0.0, 0.0, 0.0], [0.0, -0.1, 0.0], [0.0, 0.0, 0.0], [0.0, 0.0, 0.0], [0.0, 0.0, 0.0], [0.0, -0.1, 0.0], [0.0, 0.0, -0.1], [0.0, 0.0, 0.0], [0.0, -0.1, 0.0], [0.0, 0.0, 0.0], [0.0, 0.0, 0.0], [0.0, 0.0, -0.1], [0.0, 0.0, 0.2], [0.0, 0.0, -0.1], [0.1, -0.1, 0.0], [0.0, 0.1, -0.1], [-0.1, -0.1, 0.0], [0.0, 0.0, 0.1], [0.0, 0.0, -0.1], [0.0, 0.0, 0.0], [0.0, 0.0, 0.0], [0.0, 0.0, 0.0], [0.0, 0.0, -0.1], [0.0, 0.0, 0.0], [0.0, 0.0, 0.0], [0.0, 0.0, 0.1], [0.0, 0.0, 0.0], [0.0, 0.0, 0.0], [0.0, 0.0, 0.0], [0.0, 0.0, 0.0], [0.1, 0.1, 0.0], [0.0, 0.0, 0.0], [0.0, 0.0, 0.1], [0.0, 0.0, 0.0]]
}


Q: Number 2 is which compound?
A: C13H5N4O12Pd